1.
Entry from the OMol25 dataset: a cluster of 8 separate species, C72H162N2O8P4 in total in a non-equilibrium geometry (ωB97M-V/def2-TZVPD).

XYZ file:
```
248
C72H162N2O8P4 (ωB97M-V/def2-TZVPD)
C -0.588 -5.421 -3.755
C -0.710 -4.240 -4.679
O -0.527 -3.129 -4.347
N -0.809 -4.635 -6.165
H 0.057 -5.016 -6.547
H -1.586 -5.288 -6.277
C -1.192 -3.439 -7.038
H -0.842 -5.221 -2.721
H 0.352 -5.964 -3.880
H -1.287 -6.183 -4.124
H -1.259 -3.933 -8.011
H -0.457 -2.647 -6.997
H -2.224 -3.133 -6.887
C -0.486 -1.762 -0.931
C -1.397 -1.843 0.250
O -2.280 -2.629 0.369
N -1.091 -0.929 1.390
H -0.176 -1.313 1.698
H -0.927 0.056 1.096
C -2.050 -1.010 2.540
H -0.505 -2.732 -1.430
H 0.551 -1.604 -0.636
H -0.856 -1.066 -1.682
H -1.796 -0.189 3.204
H -1.928 -1.957 3.052
H -3.040 -0.929 2.098
C 2.969 6.550 -2.817
C 1.754 5.620 -2.604
C 1.143 5.004 -3.877
C 2.011 3.847 -4.349
P 1.525 2.929 -5.861
C 0.818 4.055 -7.102
C 0.019 3.494 -8.275
C 0.077 4.412 -9.498
C -0.267 3.811 -10.838
C 2.998 2.118 -6.561
C 2.776 1.179 -7.751
C 3.950 0.240 -7.998
C 3.598 -1.019 -8.752
C 0.318 1.643 -5.408
C -1.067 2.193 -5.025
C -1.989 1.084 -4.560
C -3.470 1.499 -4.494
H 3.389 6.825 -1.851
H 2.588 7.514 -3.159
H 3.656 6.066 -3.507
H 0.957 6.168 -2.105
H 2.110 4.828 -1.942
H 0.902 5.817 -4.567
H 0.128 4.681 -3.630
H 2.070 3.062 -3.594
H 2.999 4.251 -4.584
H 1.722 4.566 -7.449
H 0.223 4.692 -6.444
H -1.034 3.421 -7.994
H 0.338 2.486 -8.554
H 1.053 4.910 -9.455
H -0.594 5.258 -9.318
H -0.463 4.538 -11.619
H -1.211 3.262 -10.718
H 0.367 2.976 -11.144
H 3.424 1.534 -5.742
H 3.673 2.913 -6.888
H 2.454 1.715 -8.643
H 1.965 0.484 -7.492
H 4.407 0.004 -7.028
H 4.754 0.798 -8.488
H 3.122 -1.792 -8.151
H 4.474 -1.429 -9.259
H 3.003 -0.731 -9.625
H 0.632 1.108 -4.507
H 0.219 0.961 -6.253
H -1.586 2.718 -5.834
H -1.012 3.000 -4.287
H -1.640 0.641 -3.628
H -2.043 0.375 -5.396
H -3.613 2.417 -3.913
H -4.184 0.759 -4.135
H -3.876 1.839 -5.453
C -3.477 2.208 5.782
C -4.718 2.999 5.333
C -5.849 2.037 4.901
C -7.168 2.777 4.686
P -8.512 1.710 4.113
C -9.077 0.400 5.255
C -9.943 0.914 6.413
C -10.404 -0.245 7.300
C -11.219 0.191 8.512
C -9.953 2.686 3.589
C -11.054 1.928 2.836
C -12.101 1.164 3.656
C -12.951 2.090 4.522
C -7.960 0.788 2.628
C -7.542 1.617 1.435
C -6.819 0.886 0.267
C -7.392 -0.520 -0.041
H -2.798 3.000 6.117
H -2.977 1.683 4.974
H -3.642 1.634 6.694
H -4.400 3.584 4.468
H -5.124 3.634 6.119
H -5.860 1.300 5.707
H -5.593 1.557 3.955
H -7.124 3.602 3.969
H -7.525 3.305 5.577
H -8.194 -0.089 5.675
H -9.646 -0.322 4.669
H -10.758 1.481 5.962
H -9.392 1.575 7.088
H -9.451 -0.656 7.654
H -10.851 -1.062 6.729
H -11.983 0.931 8.281
H -10.552 0.594 9.280
H -11.672 -0.614 9.092
H -9.492 3.528 3.063
H -10.380 3.162 4.477
H -10.596 1.354 2.026
H -11.682 2.621 2.268
H -11.675 0.341 4.243
H -12.757 0.589 2.999
H -12.404 2.781 5.166
H -13.691 1.549 5.106
H -13.453 2.772 3.829
H -8.784 0.104 2.423
H -7.129 0.234 3.080
H -6.831 2.385 1.760
H -8.411 2.189 1.099
H -5.815 0.657 0.629
H -6.791 1.537 -0.602
H -7.342 -1.059 0.908
H -6.702 -1.053 -0.696
H -8.407 -0.579 -0.429
C -0.923 3.352 3.489
C 0.216 2.343 3.296
C 0.682 1.613 4.555
C 0.854 2.284 5.923
P 1.108 1.176 7.327
C 1.995 2.008 8.712
C 3.405 2.503 8.482
C 3.954 3.294 9.668
C 5.305 3.942 9.523
C -0.352 0.355 7.979
C -0.953 -0.677 6.992
C -2.276 -1.243 7.459
C -2.606 -2.500 6.676
C 2.294 -0.100 6.837
C 2.579 -1.081 7.985
C 3.407 -2.270 7.440
C 4.791 -1.928 6.903
H -0.750 4.123 4.240
H -1.903 2.901 3.656
H -1.054 3.836 2.519
H 1.037 2.947 2.900
H -0.075 1.655 2.504
H 1.632 1.094 4.405
H -0.020 0.780 4.688
H 0.039 2.977 6.149
H 1.814 2.812 5.940
H 1.878 1.292 9.532
H 1.437 2.863 9.111
H 3.451 3.156 7.598
H 4.069 1.704 8.135
H 3.865 2.571 10.487
H 3.263 4.110 9.908
H 5.791 4.330 10.415
H 5.310 4.726 8.762
H 6.017 3.207 9.126
H -1.100 1.131 8.170
H -0.120 -0.089 8.948
H -0.234 -1.448 6.704
H -1.143 -0.198 6.027
H -3.076 -0.539 7.201
H -2.380 -1.404 8.533
H -3.635 -2.753 6.940
H -1.916 -3.321 6.875
H -2.540 -2.415 5.589
H 3.195 0.436 6.526
H 1.892 -0.588 5.945
H 1.631 -1.555 8.258
H 2.979 -0.681 8.915
H 2.872 -2.740 6.612
H 3.460 -3.038 8.214
H 5.401 -2.801 6.674
H 5.440 -1.422 7.627
H 4.739 -1.238 6.060
C 8.792 -7.205 -3.292
C 8.852 -6.874 -4.777
C 8.288 -5.499 -5.173
C 6.810 -5.207 -4.878
P 6.410 -3.452 -4.423
C 7.294 -3.094 -2.874
C 7.146 -1.640 -2.359
C 7.895 -1.563 -1.037
C 7.912 -0.216 -0.354
C 6.991 -2.270 -5.678
C 6.511 -2.651 -7.118
C 7.268 -1.896 -8.211
C 7.209 -2.609 -9.542
C 4.643 -3.118 -3.975
C 4.140 -3.894 -2.743
C 2.686 -3.498 -2.325
C 2.052 -4.488 -1.367
H 9.223 -6.378 -2.722
H 9.365 -8.090 -3.022
H 7.766 -7.372 -2.962
H 8.331 -7.637 -5.363
H 9.846 -6.863 -5.227
H 8.467 -5.388 -6.244
H 8.957 -4.748 -4.738
H 6.304 -5.875 -4.181
H 6.265 -5.256 -5.827
H 8.342 -3.391 -2.966
H 6.953 -3.845 -2.155
H 6.093 -1.355 -2.312
H 7.528 -0.938 -3.108
H 8.918 -1.946 -1.048
H 7.385 -2.273 -0.373
H 8.242 -0.258 0.681
H 6.936 0.279 -0.331
H 8.519 0.457 -0.966
H 8.081 -2.228 -5.617
H 6.708 -1.264 -5.360
H 5.437 -2.473 -7.194
H 6.662 -3.707 -7.353
H 8.306 -1.668 -7.950
H 6.882 -0.870 -8.255
H 7.324 -1.950 -10.404
H 6.243 -3.110 -9.647
H 8.008 -3.338 -9.681
H 3.973 -3.289 -4.822
H 4.715 -2.028 -3.908
H 4.851 -3.725 -1.933
H 4.247 -4.967 -2.919
H 2.052 -3.319 -3.198
H 2.837 -2.510 -1.884
H 2.013 -5.524 -1.720
H 1.017 -4.267 -1.111
H 2.637 -4.598 -0.453
O 0.503 2.754 -1.264
C 0.270 1.699 -0.413
O 1.213 0.872 -0.327
O -0.846 1.521 0.147
H 1.431 2.484 -1.409
O 2.734 -2.552 3.942
C 1.570 -2.056 3.375
O 0.628 -1.904 4.207
O 1.564 -1.816 2.148
H 2.394 -2.622 4.848
```

Summary:
**Energy**: -4916.28122 Ha
**LUMO**: -8.1578 eV
**Charge**: +4
**Gap between HOMO and LUMO**: 6.0 eV

Mulliken atomic charge list, values in e, 4 entries: atom 1 (C): -1.24, atom 2 (C): 0.47, atom 3 (O): -0.26, atom 4 (N): -0.09



2.
Entry from the OMol25 dataset: the molecule C5H8O3 (ωB97M-V/def2-TZVPD).

XYZ file:
```
16
C5H8O3 (ωB97M-V/def2-TZVPD)
C 1.640 0.396 -1.411
C -0.997 -1.771 1.407
C -0.712 0.486 0.430
C 0.691 1.555 -1.309
C -0.594 -0.833 0.315
O -0.396 1.452 -0.504
O -1.246 1.072 1.530
O 0.829 2.587 -1.904
H -1.320 2.020 1.360
H -0.219 -1.271 -0.592
H 2.573 0.758 -1.834
H 1.815 -0.059 -0.439
H 1.223 -0.351 -2.082
H -1.396 -1.219 2.251
H -1.752 -2.467 1.045
H -0.138 -2.355 1.737
```

Summary:
**Energy**: -421.02254 Ha
**SMILES**: C/C=C(\O)OC(C)=O
**LUMO**: 0.6958 eV
**Gap between HOMO and LUMO**: 9.6 eV

natural (NBO) atomic charge list, values in e, 4 entries: atom 1 (C): -0.74, atom 2 (C): -0.63, atom 3 (C): 0.57, atom 4 (C): 0.80



3.
Entry from the OMol25 dataset: the molecule C4H8O2 (ωB97M-V/def2-TZVPD).

XYZ file:
```
14
C4H8O2 (ωB97M-V/def2-TZVPD)
O -0.290 1.834 -0.409
C 0.475 0.648 -0.327
C 0.601 0.079 1.084
C 0.055 -1.280 0.592
C -0.357 -0.615 -0.739
O -1.728 -0.329 -0.801
H 0.119 2.439 -1.036
H 1.447 0.777 -0.820
H 1.600 0.106 1.525
H -0.101 0.607 1.733
H 0.806 -2.065 0.463
H -0.770 -1.701 1.173
H -0.047 -1.137 -1.654
H -1.809 0.639 -0.783
```

Summary:
**Energy**: -307.65162 Ha
**SMILES**: O[C@@H]1CC[C@@H]1O
**LUMO**: 0.7141 eV
**Gap between HOMO and LUMO**: 10.4 eV

natural (NBO) atomic charge list, values in e, 4 entries: atom 1 (O): -0.73, atom 2 (C): 0.07, atom 3 (C): -0.43, atom 4 (C): -0.43



Number 1: highest occupied orbital energy -0.52180 Ha. Number 2: highest occupied orbital energy -0.32562 Ha. Number 3: highest occupied orbital energy -0.35704 Ha.